Entry 1:
Molecular formula: C35H54BaBrN3OP2
Method: DFT, wB97M-V/def2-TZVPD

```
97
Properties=species:S:1:pos:R:3:forces:R:3
N 2.994123 6.038168 -1.748490 0.33 0.56 0.41
C 3.766746 4.996824 -2.026007 -0.53 -0.70 -0.38
C 3.235764 3.776822 -2.471597 -0.25 0.33 0.28
C 1.832184 3.631266 -2.578318 0.91 0.37 0.34
C 1.039464 4.767544 -2.272008 0.22 -0.12 0.06
C 1.671981 5.948001 -1.862624 0.20 -1.01 -0.29
C 1.318192 2.360393 -3.115329 -0.71 0.52 -0.88
Ba 1.353435 -0.220377 -2.578219 0.76 -0.88 1.95
P -0.405272 -2.651999 -3.389918 -1.87 -2.06 -0.47
C -0.021504 1.962081 -2.992819 -0.71 2.42 0.24
C -0.806264 2.050616 -1.793684 0.89 -0.15 -1.60
C -2.207091 1.833242 -1.901075 -0.97 -0.74 0.18
C -2.973444 1.464956 -0.845705 0.50 0.04 -0.31
C -2.357700 1.175847 0.485501 -0.40 1.78 -0.02
C -0.982677 1.745681 0.613456 0.52 -0.06 -0.24
C -0.270774 2.173771 -0.471542 0.28 -0.37 0.94
Br -2.373255 -0.778801 0.735652 0.36 -1.46 -0.18
H 1.934960 1.960456 -3.962379 -0.66 0.57 0.23
H -0.588327 1.625286 -3.890514 0.46 -0.28 0.54
H 3.900647 2.941780 -2.736556 -0.28 0.40 0.14
H -0.048285 4.775036 -2.376605 0.35 -0.24 0.03
H 4.843502 5.116717 -1.893067 -0.27 0.07 -0.09
H 1.106772 6.844530 -1.614938 0.02 -0.18 -0.12
H -2.645973 1.901484 -2.904538 -0.01 -0.04 0.47
H 0.755744 2.561003 -0.325582 -0.67 -0.33 -0.06
H -4.007427 1.188040 -0.985247 0.01 0.08 -0.08
H -0.500715 1.667807 1.595186 -0.18 0.27 -0.36
P -3.475285 1.774434 1.899167 1.28 -0.51 -1.53
C 1.058294 -2.279374 -4.476829 0.38 0.25 -0.28
C 1.180137 -3.255745 -5.684504 0.14 0.23 -0.09
H 2.003684 -2.312513 -3.880958 -0.29 -0.10 -0.54
H 0.910850 -1.252676 -4.894585 0.27 -0.54 -0.04
H 2.107399 -3.039799 -6.241316 -0.31 0.01 0.26
H 1.207609 -4.316542 -5.414609 -0.04 0.32 0.31
H 0.345720 -3.132540 -6.385143 0.10 0.08 0.31
C -1.666023 -1.359567 -2.986693 0.13 0.61 -0.46
C -3.054636 -2.039137 -2.878445 -0.10 0.02 -0.19
H -1.690234 -0.614620 -3.801863 -0.12 -0.11 0.28
H -1.471206 -0.846891 -2.024532 0.04 0.03 -0.39
H -3.832872 -1.265775 -2.822050 0.20 -0.17 0.02
H -3.255561 -2.669567 -3.758304 0.10 0.27 0.29
H -3.155646 -2.671448 -1.985076 0.19 0.26 -0.24
C -0.078713 -3.221723 -1.665653 0.51 -0.17 -0.10
C -0.875953 -4.517816 -1.402251 0.09 -0.39 0.25
H -0.403547 -2.456885 -0.943682 0.21 0.00 -0.12
H 1.001168 -3.396064 -1.553248 -0.13 -0.15 0.28
H -0.883446 -4.753886 -0.330026 0.08 0.09 -0.19
H -1.924446 -4.461297 -1.723759 0.37 0.19 0.02
H -0.436114 -5.378414 -1.922263 -0.05 0.31 0.06
C -2.688089 1.086896 3.356428 0.25 -0.23 0.57
C -3.597969 0.739159 4.528320 -0.09 -0.45 0.43
H -1.876037 1.763159 3.648039 -0.23 0.07 -0.08
H -2.209454 0.150055 3.042913 -0.06 0.39 -0.04
H -4.293082 1.532076 4.811679 0.04 -0.05 -0.05
H -4.162505 -0.173864 4.270855 0.06 0.44 0.27
H -2.976195 0.508177 5.412422 -0.35 0.09 -0.42
C -5.090495 1.110283 1.480485 -0.36 -0.42 0.37
C -5.987469 1.937159 0.558859 -0.29 0.38 -0.08
H -5.618038 0.904963 2.421249 0.08 -0.06 -0.16
H -4.864537 0.138889 1.017547 -0.12 0.15 0.25
H -6.456975 2.770936 1.093259 0.15 -0.14 -0.13
H -5.468114 2.337394 -0.318068 -0.15 -0.03 0.27
H -6.799136 1.294341 0.199099 0.17 0.14 0.09
C -3.411363 3.561623 1.783388 -0.35 0.19 0.16
C -2.375215 4.261039 2.658653 0.16 0.24 0.15
H -4.431512 3.895702 2.008632 0.18 0.18 -0.04
H -3.213788 3.763720 0.722841 -0.19 0.00 0.09
H -1.356357 4.096753 2.292846 -0.19 -0.07 0.07
H -2.559345 5.338805 2.621761 0.05 -0.17 0.04
H -2.426781 3.949891 3.707851 -0.04 0.11 -0.20
C 4.393788 -5.370508 2.046839 0.10 -0.09 0.00
C 3.411279 -4.667467 2.963301 0.24 -0.02 0.41
N 3.048961 -3.330964 2.474402 0.37 0.58 0.07
C 1.725934 -2.834753 2.914985 0.03 -0.12 -0.71
C 1.737734 -1.933667 4.134779 -0.05 -0.05 0.19
C 4.096157 -2.419098 2.370641 0.45 -0.83 0.74
O 5.231623 -2.638065 2.784667 -1.16 0.34 -0.58
C 3.806795 -1.124844 1.664213 -0.02 -0.19 -0.45
C 4.511840 0.021567 2.046629 -0.60 -0.05 -0.38
C 4.244330 1.209455 1.373045 -0.23 0.09 -0.16
C 3.373907 1.192816 0.277473 -0.06 -0.68 0.20
N 2.786791 0.054596 -0.172292 0.20 -0.22 0.53
C 2.980896 -1.092093 0.534742 0.45 1.18 0.03
H 4.007213 -5.412534 1.022617 0.08 -0.01 0.12
H 4.546534 -6.395157 2.403138 0.02 0.19 -0.11
H 5.351704 -4.843705 2.062752 -0.16 -0.26 -0.13
H 2.480005 -5.240019 3.038685 0.21 0.12 0.01
H 3.858004 -4.585059 3.968366 -0.21 -0.09 -0.18
H 1.267443 -2.301714 2.071461 -0.14 -0.10 0.19
H 1.121201 -3.731266 3.101973 0.13 0.31 -0.07
H 2.097723 -0.929896 3.888743 0.05 -0.12 0.09
H 0.713025 -1.843810 4.505351 0.10 0.08 0.07
H 2.355249 -2.353755 4.935967 -0.10 0.10 -0.11
H 5.226394 -0.047938 2.861453 -0.13 0.06 -0.07
H 4.687998 2.150573 1.696726 -0.04 -0.26 -0.19
H 3.130344 2.110535 -0.265699 0.18 -0.27 0.10
H 2.493598 -1.998717 0.159574 0.18 0.25 0.23
```
Forces are in eV/Å.

Summary:
* LUMO: -5.883 eV
* molecular weight: 812.0 Da
* E_HOMO: -11.71 eV
* orbital gap: 5.83 eV
* net charge: +2
* calculated total energy: -132987.8436 eV

Entry 2:
Molecular formula: C35H54IrN8O3PS4
Method: DFT, wB97M-V/def2-TZVPD

```
106
Properties=species:S:1:pos:R:3:forces:R:3
Ir -0.473757 -0.205592 -0.290707 0.05 0.02 0.09
S 2.957047 0.701780 2.540788 -0.01 0.01 -0.01
C 1.736524 0.355184 1.513126 0.03 -0.01 0.01
S 0.056483 0.118992 1.944387 -0.04 0.00 -0.02
S 1.840456 0.099552 -0.203428 -0.03 -0.07 -0.02
N -5.224350 2.305596 -6.775449 0.00 0.00 -0.01
C -4.205630 1.625733 -6.125253 0.01 0.00 0.01
C -2.875030 2.025193 -6.280481 -0.01 0.00 0.00
C -1.864301 1.383595 -5.593131 0.01 0.03 -0.01
C -2.167499 0.330084 -4.740704 -0.02 -0.02 0.01
C -3.483661 -0.090347 -4.593351 -0.02 -0.01 -0.02
C -4.497638 0.556740 -5.273427 0.01 -0.01 0.00
S -0.876758 -0.497824 -3.878348 0.04 -0.01 -0.01
O -1.343027 -1.827854 -3.576878 0.00 0.01 0.02
O 0.332903 -0.320203 -4.628293 -0.01 0.00 0.00
N -0.761811 0.228912 -2.422648 -0.02 -0.04 0.01
C -0.618296 1.548753 -2.207414 0.01 0.06 0.02
N -0.549972 2.544998 -3.080759 -0.01 -0.01 0.01
C -0.389810 3.757339 -2.556886 0.01 0.02 0.01
C -0.271715 4.013638 -1.196964 0.00 0.00 -0.01
C -0.336824 2.924751 -0.344824 0.01 0.01 0.01
N -0.545044 1.721645 -0.850364 -0.02 -0.08 -0.05
H -4.953377 2.824979 -7.593901 0.00 0.00 0.00
H -6.083742 1.796800 -6.900132 0.00 0.00 0.00
H -2.638633 2.846758 -6.946327 0.00 0.00 0.00
H -0.834880 1.690794 -5.708385 -0.01 -0.01 -0.01
H -3.713461 -0.941451 -3.966598 0.02 0.01 0.00
H -5.522587 0.225032 -5.157068 0.00 0.01 0.00
H -0.338279 4.573138 -3.269993 0.00 0.00 0.00
H -0.112789 5.011667 -0.820304 0.00 0.00 0.00
H -0.222784 2.988239 0.730749 0.00 0.00 0.00
O -0.330525 -2.320922 -0.204422 0.07 0.05 -0.05
P 0.090082 -3.655146 0.381532 -0.05 -0.02 0.03
C 1.573696 -4.379518 -0.398701 0.00 0.02 0.01
C 1.323751 -4.996246 -1.785336 0.00 -0.01 0.00
C 1.051383 -3.959198 -2.877466 -0.02 0.02 -0.01
C 1.914626 -2.699775 -2.707432 -0.01 -0.01 0.00
C 3.161314 -3.003460 -1.889174 0.00 0.02 -0.02
C 2.778431 -3.395498 -0.459669 0.00 0.00 0.00
C -1.318575 -4.801136 0.139468 0.01 -0.03 -0.01
C -1.009399 -6.308885 0.350883 -0.02 0.01 0.02
C -1.810681 -7.192821 -0.607951 -0.01 -0.01 0.01
C -3.270492 -6.752701 -0.662787 -0.01 0.00 -0.01
C -3.404916 -5.287071 -1.139327 0.00 -0.01 0.01
C -2.053927 -4.574838 -1.189621 0.01 0.03 0.00
C 0.280439 -3.463329 2.199820 0.00 0.02 0.02
C 1.644170 -2.935303 2.682103 0.01 -0.01 -0.01
C 2.681093 -4.029903 2.929563 -0.01 0.02 0.00
C 2.150971 -5.121910 3.852412 0.00 0.00 0.00
C 0.858828 -5.707464 3.292600 0.00 0.00 0.00
C -0.184577 -4.609859 3.109384 0.00 -0.03 -0.01
H 1.825167 -5.196905 0.286242 -0.01 0.00 0.02
H 0.526373 -5.740398 -1.753059 0.00 0.01 0.00
H 2.232545 -5.553200 -2.030445 0.00 0.00 0.00
H 0.002813 -3.665571 -2.882749 0.00 0.01 -0.01
H 1.244593 -4.426131 -3.846660 0.01 0.00 0.00
H 1.336077 -1.933910 -2.185061 0.00 0.00 0.01
H 2.167956 -2.277067 -3.678769 0.00 0.00 -0.01
H 3.811545 -2.128044 -1.839698 0.00 0.00 0.00
H 3.741595 -3.798680 -2.368210 0.00 0.00 0.00
H 2.549605 -2.473601 0.071697 0.00 0.01 0.00
H 3.636042 -3.845525 0.042869 0.00 -0.01 0.01
H -2.017242 -4.482636 0.926333 0.01 -0.02 0.00
H -1.262458 -6.591047 1.374306 0.00 0.01 0.01
H 0.053780 -6.522930 0.234910 0.00 0.00 -0.01
H -1.738006 -8.231629 -0.280350 -0.01 0.00 0.00
H -1.376136 -7.157521 -1.610463 0.01 0.01 0.00
H -3.704930 -6.862944 0.334825 0.01 0.00 0.01
H -3.835629 -7.418585 -1.316164 -0.01 0.00 0.01
H -4.066514 -4.744984 -0.456581 0.00 -0.01 -0.01
H -3.871343 -5.241805 -2.125210 0.01 -0.01 -0.01
H -2.177777 -3.509706 -1.389555 0.01 -0.01 -0.01
H -1.464440 -4.957384 -2.022063 0.00 0.00 0.00
H -0.430532 -2.637516 2.327994 0.01 0.00 -0.01
H 1.462212 -2.407181 3.623671 -0.01 0.00 0.00
H 2.037945 -2.178296 2.007164 0.00 0.00 0.00
H 3.578509 -3.571551 3.349576 0.00 0.00 0.00
H 2.984874 -4.488119 1.985731 0.01 0.00 -0.01
H 1.952654 -4.699758 4.843653 0.00 0.00 0.00
H 2.900102 -5.905252 3.985537 0.00 0.00 0.00
H 0.464236 -6.480166 3.956654 0.01 0.00 0.00
H 1.067589 -6.197532 2.335137 0.00 0.00 0.00
H -0.375955 -4.162481 4.091109 0.00 0.00 0.00
H -1.139379 -5.022112 2.782403 0.00 0.00 0.00
C -2.981645 -1.504393 0.916719 0.00 0.00 -0.01
N -2.648435 -0.361289 0.015811 -0.02 0.02 -0.01
C -3.421177 -0.546960 -1.247976 0.01 0.05 -0.01
N -4.849664 -0.639192 -1.001634 0.01 -0.02 0.00
C -5.102685 -1.761836 -0.098557 0.01 0.00 0.00
N -4.405407 -1.597339 1.180128 0.00 0.00 0.00
C -4.851540 -0.345848 1.795784 0.00 0.00 0.00
N -4.591466 0.804955 0.928718 0.01 -0.01 0.00
C -3.165575 0.880065 0.669041 0.00 0.00 0.00
C -5.288165 0.592503 -0.342802 0.00 0.00 0.00
H -2.433880 -1.364610 1.850925 0.00 0.00 0.00
H -2.637377 -2.412051 0.429934 0.00 0.00 0.00
H -3.048849 -1.443080 -1.745305 0.00 -0.01 0.01
H -3.221181 0.310761 -1.888798 0.00 -0.02 0.00
H -4.761523 -2.682336 -0.575477 -0.01 0.01 0.00
H -6.175163 -1.836307 0.088451 0.00 0.00 0.00
H -4.325704 -0.206023 2.741957 0.00 0.00 0.00
H -5.922648 -0.407566 1.993650 0.00 0.00 0.00
H -2.617486 1.023348 1.601738 0.00 0.00 0.00
H -2.962509 1.718254 0.002965 0.00 0.00 0.00
H -5.092597 1.439038 -1.003811 0.00 0.00 0.00
H -6.361011 0.533372 -0.153309 0.00 0.00 0.00
```
Forces are in eV/Å.

Summary:
* LUMO: 0.328 eV
* ΔE to the lowest compared entry with this formula, charge and spin: 4.8 kcal per mole
* molecular weight: 986.3 Da
* E_HOMO: -7.52 eV
* orbital gap: 7.84 eV
* net charge: 0
* calculated total energy: -110708.0962 eV

> What is the formula in the first record?

C35H54BaBrN3OP2

> The highest orbital gap belongs to which entry?

C35H54IrN8O3PS4